Entry 1:
57
Properties=species:S:1:pos:R:3:mulliken_charge:R:1 method="wB97M-V/def2-TZVPD" lumo_ev=0.504 de_lowest_kj_mol=62.2 smiles="Cc1ccc(CC(=O)NCC(C)(C)NC(=O)[C@H]2CCN3CC[C@H]2C3)c(Cl)c1"
C 1.18 -1.06 -4.63 -1.46
C 0.77 -1.77 -3.35 0.78
C 1.74 -2.27 -2.48 -0.57
C 1.36 -2.92 -1.30 -0.54
C 0.00 -3.06 -0.98 0.25
C -0.37 -3.77 0.33 -1.92
C -0.57 -2.77 1.46 0.76
O 0.40 -2.41 2.13 -0.65
N -1.81 -2.31 1.66 -0.05
C -2.18 -1.28 2.65 -1.51
C -2.26 0.18 2.10 1.48
C -3.22 0.25 0.89 -1.56
C -2.85 1.12 3.18 -1.94
N -0.95 0.59 1.60 0.70
C 0.08 1.19 2.22 0.03
O 0.00 1.63 3.37 -0.72
C 1.37 1.43 1.40 0.39
C 1.52 0.54 0.13 -0.81
C 0.93 1.17 -1.16 -0.46
N 1.16 2.62 -1.25 -0.17
C 2.57 2.99 -1.12 -0.59
C 2.84 3.26 0.38 -1.01
C 1.49 2.94 1.05 -0.08
C 0.54 3.29 -0.10 -0.99
C -0.97 -2.57 -1.86 0.90
Cl -2.66 -2.75 -1.55 -0.22
C -0.58 -1.93 -3.04 -0.66
H 2.21 -1.28 -4.90 0.35
H 0.56 -1.40 -5.46 0.42
H 1.05 0.02 -4.53 0.27
H 2.79 -2.16 -2.71 0.35
H 2.12 -3.29 -0.63 0.35
H -1.27 -4.37 0.19 0.55
H 0.40 -4.49 0.61 0.46
H -2.53 -2.64 1.04 0.31
H -3.15 -1.56 3.07 0.54
H -1.49 -1.30 3.50 0.37
H -4.22 -0.10 1.14 0.37
H -3.31 1.27 0.51 0.38
H -2.87 -0.36 0.06 0.29
H -3.89 0.88 3.41 0.48
H -2.30 1.04 4.12 0.41
H -2.80 2.16 2.87 0.37
H -0.71 0.23 0.69 -0.37
H 2.11 1.12 2.15 0.54
H 2.57 0.29 0.00 0.62
H 1.16 -0.48 0.31 -0.14
H 1.39 0.70 -2.03 0.28
H -0.14 0.95 -1.24 0.17
H 3.25 2.23 -1.53 0.28
H 2.76 3.90 -1.69 0.40
H 3.65 2.65 0.78 0.38
H 3.09 4.31 0.53 0.32
H 1.32 3.57 1.93 0.72
H 0.50 4.37 -0.27 0.34
H -0.49 2.97 0.07 0.36
H -1.34 -1.55 -3.71 0.47

---

Entry 2:
187
Properties=species:S:1:pos:R:3:mulliken_charge:R:1 method="wB97M-V/def2-TZVPD" lumo_ev=0.285 de_lowest_kj_mol=0.0
C -0.05 0.52 10.91 -0.67
C -0.42 0.33 9.47 0.26
N -0.82 0.17 8.40 -0.36
H -0.88 0.86 11.53 0.26
H 0.83 1.17 10.96 0.26
H 0.30 -0.47 11.20 0.24
C -4.37 5.07 6.54 -0.64
C -3.75 5.71 7.74 0.27
N -3.27 6.16 8.72 -0.38
H -4.88 5.93 6.09 0.24
H -4.99 4.24 6.86 0.25
H -3.60 4.73 5.84 0.26
C 6.42 1.14 1.26 -0.67
C 6.57 2.14 2.39 0.31
N 6.63 2.98 3.22 -0.38
H 5.40 0.76 1.35 0.21
H 7.12 0.31 1.20 0.29
H 6.43 1.61 0.27 0.25
C -8.06 4.06 -1.72 -0.66
C -8.97 3.14 -0.89 0.23
N -9.62 2.48 -0.26 -0.32
H -8.56 4.60 -2.53 0.27
H -7.24 3.46 -2.10 0.24
H -7.67 4.76 -0.99 0.24
C 3.57 9.11 4.99 -0.75
C 2.17 8.88 4.82 0.35
N 0.99 8.72 4.69 -0.38
H 3.86 10.16 5.10 0.27
H 4.05 8.58 4.17 0.24
H 3.97 8.73 5.94 0.27
C -11.46 -2.85 -5.68 -0.79
O -10.17 -3.32 -5.47 -0.29
C -9.47 -2.52 -4.44 -0.57
C -8.02 -3.14 -4.37 -0.59
O -7.15 -2.64 -5.38 -0.32
C -7.28 -3.34 -6.66 -0.26
C -6.61 -2.47 -7.63 -0.71
O -7.31 -1.23 -7.75 -0.28
C -6.66 -0.08 -8.17 -0.82
H -11.86 -3.45 -6.49 0.26
H -11.47 -1.86 -6.14 0.32
H -12.08 -2.82 -4.78 0.29
H -10.00 -2.68 -3.51 0.46
H -9.48 -1.43 -4.53 0.36
H -7.93 -4.21 -4.22 0.35
H -7.64 -2.60 -3.50 0.31
H -8.33 -3.39 -6.96 0.24
H -6.90 -4.36 -6.71 0.37
H -6.50 -2.82 -8.65 0.39
H -5.62 -2.17 -7.29 0.35
H -5.77 0.23 -7.63 0.33
H -7.17 0.87 -8.35 0.28
H -6.29 -0.31 -9.17 0.31
C -12.51 -12.40 2.50 -0.74
O -12.39 -11.77 3.70 -0.31
C -11.99 -12.53 4.80 -0.61
C -10.37 -12.62 4.94 -0.36
O -9.79 -11.42 5.43 -0.39
C -9.47 -10.37 4.57 -0.49
C -8.39 -10.69 3.42 -0.49
O -7.19 -11.36 3.94 -0.30
C -6.04 -11.34 3.03 -0.80
H -11.65 -12.75 1.92 0.25
H -13.05 -11.63 1.95 0.28
H -13.25 -13.19 2.61 0.34
H -12.58 -13.43 5.00 0.48
H -12.20 -11.87 5.63 0.26
H -9.91 -12.90 4.00 0.21
H -10.06 -13.44 5.60 0.38
H -9.12 -9.56 5.21 0.33
H -10.38 -9.97 4.12 0.32
H -8.11 -9.72 3.01 0.43
H -8.79 -11.38 2.67 0.29
H -5.08 -11.42 3.53 0.27
H -5.96 -10.48 2.38 0.31
H -6.16 -12.05 2.21 0.32
C 14.55 10.71 -3.68 -0.50
O 15.17 12.00 -3.62 -0.38
C 14.26 13.10 -3.28 -0.55
C 13.37 13.55 -4.43 -0.50
O 12.09 12.81 -4.55 -0.30
C 11.18 13.50 -5.34 -0.45
C 10.08 12.67 -6.06 -0.65
O 9.21 11.86 -5.22 -0.34
C 8.02 12.52 -4.89 -0.69
H 13.57 10.90 -4.11 0.20
H 14.66 10.08 -2.80 0.23
H 15.07 10.20 -4.49 0.23
H 14.92 13.94 -3.06 0.34
H 13.63 12.95 -2.41 0.31
H 13.88 13.31 -5.36 0.35
H 13.27 14.63 -4.38 0.44
H 11.70 14.11 -6.08 0.41
H 10.62 14.27 -4.81 0.28
H 10.59 12.04 -6.79 0.34
H 9.45 13.41 -6.55 0.39
H 7.34 12.62 -5.73 0.30
H 8.24 13.48 -4.42 0.30
H 7.45 11.92 -4.17 0.24
C -3.53 -9.59 16.16 -0.57
O -4.15 -8.54 16.83 -0.35
C -3.29 -7.52 17.35 -0.46
C -2.38 -6.93 16.28 -0.73
O -3.14 -6.29 15.25 -0.28
C -2.53 -5.96 14.04 -0.39
C -3.61 -5.46 12.98 -0.60
O -3.01 -5.29 11.72 -0.32
C -3.82 -5.67 10.67 -0.76
H -3.29 -9.04 15.25 0.21
H -4.27 -10.35 15.92 0.24
H -2.65 -10.04 16.62 0.28
H -2.56 -7.76 18.13 0.34
H -3.91 -6.70 17.70 0.32
H -1.72 -7.69 15.86 0.44
H -1.63 -6.28 16.72 0.43
H -2.06 -6.78 13.49 0.30
H -1.76 -5.20 14.10 0.26
H -4.12 -4.58 13.36 0.34
H -4.48 -6.12 12.98 0.38
H -4.13 -6.71 10.69 0.33
H -3.33 -5.51 9.71 0.26
H -4.69 -5.02 10.65 0.32
C 0.46 -1.96 1.13 -0.77
O 0.45 -1.29 -0.13 -0.34
C -0.83 -0.93 -0.67 -0.56
C -1.40 0.31 0.10 -0.43
O -0.88 1.54 -0.40 -0.36
C 0.41 1.87 -0.08 -0.07
C 0.70 3.34 -0.49 -0.61
O 2.07 3.75 -0.12 -0.32
C 2.91 3.84 -1.32 -0.82
H 1.42 -2.47 1.16 0.27
H -0.18 -2.85 1.08 0.34
H 0.22 -1.38 2.02 0.29
H -1.50 -1.78 -0.48 0.41
H -0.74 -0.84 -1.75 0.33
H -1.18 0.27 1.16 0.34
H -2.46 0.25 -0.14 0.28
H 1.08 1.28 -0.70 0.19
H 0.53 1.72 1.00 0.23
H 0.04 3.96 0.12 0.29
H 0.47 3.56 -1.53 0.36
H 3.89 4.29 -1.16 0.31
H 2.49 4.43 -2.13 0.33
H 3.03 2.91 -1.87 0.32
C 5.46 -5.84 -5.25 -1.02
C 5.48 -6.43 -6.70 -0.30
O 6.56 -7.30 -7.05 -0.30
C 6.70 -8.54 -6.55 0.40
O 5.82 -9.04 -5.78 -0.54
C 7.95 -9.35 -7.15 0.80
F 7.51 -10.06 -8.29 -0.24
F 8.97 -8.57 -7.59 -0.22
F 8.35 -10.15 -6.16 -0.21
H 6.33 -5.26 -4.93 0.30
H 5.28 -6.67 -4.56 0.32
H 4.49 -5.36 -5.12 0.35
H 5.48 -5.58 -7.38 0.30
H 4.65 -7.04 -7.06 0.36
C 0.38 6.07 -9.66 -1.10
C -0.06 5.74 -8.26 -0.19
O -1.16 6.28 -7.58 -0.27
C -1.30 7.68 -7.33 0.38
O -0.41 8.49 -7.65 -0.51
C -2.48 8.15 -6.42 0.82
F -3.44 8.56 -7.18 -0.23
F -2.82 7.11 -5.68 -0.24
F -2.14 9.12 -5.56 -0.23
H 0.59 7.13 -9.82 0.31
H -0.31 5.69 -10.40 0.30
H 1.31 5.58 -9.95 0.36
H 0.83 5.86 -7.66 0.31
H -0.32 4.68 -8.22 0.28
C 10.64 5.85 -6.11 -0.88
C 9.82 5.13 -7.28 -0.24
O 10.53 3.91 -7.71 -0.29
C 10.51 2.80 -6.91 0.39
O 10.10 2.78 -5.76 -0.53
C 11.05 1.60 -7.71 0.83
F 11.46 1.87 -8.98 -0.23
F 12.02 1.01 -6.99 -0.24
F 10.07 0.75 -7.73 -0.24
H 11.43 5.16 -5.79 0.29
H 10.02 6.21 -5.30 0.28
H 11.15 6.73 -6.51 0.30
H 9.87 5.70 -8.21 0.28
H 8.79 5.00 -6.96 0.28

---

Entry 3:
7
Properties=species:S:1:pos:R:3:mulliken_charge:R:1 method="wB97M-V/def2-TZVPD" lumo_ev="-2.353 / -2.353" de_lowest_kj_mol=98.2
C -0.91 0.09 0.30 0.13
C 0.47 0.04 -0.28 -0.56
O -1.36 -0.25 1.38 -0.40
I 1.41 1.72 0.44 0.27
I 1.64 -1.98 1.05 0.08
I 0.35 -0.18 -2.41 0.21
H -1.59 0.56 -0.49 0.26

---

Entry 4:
74
Properties=species:S:1:pos:R:3:mulliken_charge:R:1 method="wB97M-V/def2-TZVPD" charge=+3 lumo_ev=-6.306
Cl 10.06 9.63 15.77 -0.82
C 4.07 9.98 20.26 -0.83
N 5.55 10.05 20.57 -0.18
C 5.67 10.72 21.90 -0.99
C 6.29 8.71 20.66 -0.71
C 6.27 10.96 19.60 -0.76
C 6.42 10.42 18.17 -0.55
O 7.66 9.81 18.12 -0.41
H 3.62 9.68 21.18 0.42
H 3.88 9.32 19.45 0.39
H 3.83 11.04 20.01 0.33
H 6.68 10.94 22.09 0.44
H 5.30 10.03 22.67 0.43
H 5.05 11.63 21.94 0.40
H 6.60 8.49 19.66 0.33
H 5.52 8.00 21.03 0.36
H 7.18 8.85 21.24 0.36
H 7.26 11.19 19.96 0.42
H 5.72 11.91 19.61 0.59
H 6.23 11.26 17.56 0.49
H 5.60 9.73 18.02 0.29
H 8.05 9.64 17.22 0.15
C 12.84 4.83 14.85 -0.91
N 12.32 5.75 15.92 -0.01
C 12.29 5.13 17.27 -0.79
C 13.27 6.94 15.96 -0.95
C 10.82 6.12 15.61 -0.46
C 10.45 6.36 14.15 -0.46
O 9.11 6.75 14.13 -0.37
H 13.12 5.42 13.94 0.36
H 12.04 4.06 14.65 0.37
H 13.72 4.26 15.21 0.42
H 13.29 5.31 17.69 0.35
H 12.11 4.07 17.07 0.40
H 11.48 5.52 17.84 0.34
H 13.15 7.39 14.99 0.41
H 14.30 6.50 16.04 0.44
H 13.10 7.75 16.71 0.34
H 10.76 7.08 16.15 0.39
H 10.13 5.34 15.99 0.25
H 10.48 5.51 13.50 0.43
H 11.15 7.06 13.61 0.20
H 9.01 7.46 14.75 0.19
C 6.01 7.13 11.81 -1.35
C 6.51 6.21 10.71 0.28
C 7.44 6.88 9.70 -0.66
O 8.12 5.98 8.92 -0.40
C 7.89 5.91 7.49 -0.74
N 7.22 4.99 11.23 -0.19
H 7.69 5.24 12.12 0.21
H 6.59 4.20 11.39 0.41
H 7.94 4.65 10.52 0.40
H 5.20 6.69 12.40 0.41
H 5.49 8.01 11.40 0.40
H 6.83 7.52 12.45 0.30
H 5.68 5.79 10.12 0.24
H 8.20 7.52 10.21 0.31
H 6.82 7.57 9.13 0.45
H 8.92 5.78 7.13 0.23
H 7.47 6.76 7.08 0.36
H 7.21 5.12 7.31 0.33
C 11.21 13.39 16.64 -0.97
C 11.13 13.80 15.18 0.60
O 11.37 14.83 14.65 -0.41
N 10.51 12.70 14.31 0.24
H 11.18 12.49 13.61 0.35
H 10.31 11.86 14.95 -0.03
C 9.30 12.99 13.53 -0.81
H 10.22 13.05 16.97 0.30
H 11.50 14.28 17.21 0.33
H 11.90 12.58 16.75 0.34
H 9.63 13.65 12.68 0.37
H 8.62 13.63 14.07 0.34
H 8.82 12.06 13.27 0.30

---

Entry 5:
84
Properties=species:S:1:pos:R:3:mulliken_charge:R:1 method="wB97M-V/def2-TZVPD" charge=+4 multiplicity=6 lumo_ev="-11.987 / -14.588" s2=8.845 de_lowest_kj_mol=151.8
N 5.23 -7.52 2.02 -0.41
C 4.57 -7.09 3.11 -0.26
C 3.87 -5.88 3.13 -0.32
C 3.83 -5.08 1.96 0.59
C 4.55 -5.54 0.84 -0.22
C 5.22 -6.77 0.92 -0.24
C 3.02 -3.85 1.95 -0.22
Ir 0.89 -0.46 0.65 0.57
P -3.88 1.59 -2.72 0.16
C 2.63 -3.17 0.82 -0.81
C 1.26 -2.69 0.78 0.93
C 0.63 -2.13 -0.40 -1.05
C -0.82 -2.00 -0.35 -0.49
C -1.50 -2.18 0.86 0.01
C -0.72 -2.00 2.02 -1.56
C 0.69 -2.17 1.99 -0.47
Br -3.35 -2.02 0.91 0.02
H 2.69 -3.49 2.95 0.28
H 3.25 -3.12 -0.09 0.49
H 3.31 -5.64 4.04 0.42
H 4.50 -4.96 -0.08 0.41
H 4.61 -7.76 3.97 0.42
H 5.75 -7.10 0.03 0.41
H 1.19 -2.12 -1.33 1.05
H 1.24 -2.12 2.94 0.66
H -1.37 -1.76 -1.26 0.45
H -1.21 -1.76 2.95 0.89
P 1.48 1.16 -0.66 1.07
C -4.71 0.27 -1.75 0.24
C -5.88 -0.44 -2.43 -1.30
H -5.06 0.81 -0.85 0.51
H -3.89 -0.41 -1.49 -0.33
H -6.30 -1.18 -1.74 0.37
H -6.69 0.26 -2.69 0.38
H -5.59 -0.98 -3.34 0.35
C -2.56 0.69 -3.64 0.62
C -2.83 0.90 -5.14 -1.35
H -2.61 -0.36 -3.31 0.29
H -1.61 1.14 -3.32 -0.41
H -2.19 0.26 -5.76 0.40
H -3.87 0.67 -5.38 0.37
H -2.65 1.94 -5.42 0.40
C -3.09 2.50 -1.38 0.55
C -3.92 3.75 -1.11 -1.31
H -2.07 2.71 -1.69 -0.21
H -3.08 1.80 -0.54 0.19
H -3.32 4.58 -0.75 0.37
H -4.41 4.08 -2.04 0.43
H -4.71 3.57 -0.39 0.35
C 1.05 2.90 -0.49 0.41
C 2.23 3.87 -0.65 -1.58
H 0.55 3.01 0.49 -0.12
H 0.30 3.08 -1.27 0.25
H 2.85 3.90 0.25 0.40
H 2.86 3.60 -1.51 0.39
H 1.83 4.87 -0.83 0.43
C 0.83 0.69 -2.32 -0.12
C 1.83 -0.21 -3.05 -1.48
H 0.64 1.65 -2.84 0.79
H -0.14 0.19 -2.15 -0.31
H 2.82 0.28 -3.12 0.45
H 1.97 -1.17 -2.54 0.27
H 1.45 -0.40 -4.06 0.42
C 3.26 0.80 -0.36 -1.12
C 3.42 0.32 1.08 -0.85
H 3.79 1.72 -0.57 0.66
H 3.60 0.05 -1.09 0.42
H 4.04 -0.59 1.13 0.26
H 3.85 1.10 1.73 0.33
H 2.46 0.04 1.62 0.20
N -0.42 0.84 2.36 -0.23
C -0.82 2.18 2.65 0.58
C -2.19 2.41 2.84 -0.59
C -2.61 3.68 3.27 -0.61
C -1.69 4.71 3.48 -0.75
C -0.33 4.44 3.33 -0.57
C 0.12 3.17 2.93 -0.39
H -1.23 0.21 2.43 0.09
H 0.25 0.49 3.05 0.46
H -2.93 1.61 2.73 0.44
H -3.66 3.85 3.47 0.45
H -2.06 5.69 3.79 0.47
H 0.41 5.20 3.55 0.45
H 1.19 2.98 2.87 0.41

---

Entry 6:
9
Properties=species:S:1:pos:R:3:mulliken_charge:R:1 method="wB97M-V/def2-TZVPD" lumo_ev="0.991 / 1.069" de_lowest_kj_mol=153.4
N -0.47 -0.86 -1.13 -0.12
N 0.53 -0.52 -1.64 -0.12
N -0.79 0.59 1.17 -0.31
N -0.13 -0.58 0.95 -0.13
O 1.20 -0.17 0.79 -0.44
H 1.77 -0.94 0.85 0.36
H 0.55 -0.22 -2.59 0.22
H -1.70 0.68 0.79 0.26
H -0.18 1.32 0.89 0.27

---

Entry 7:
15
Properties=species:S:1:pos:R:3:mulliken_charge:R:1 method="wB97M-V/def2-TZVPD" lumo_ev=0.406 de_lowest_kj_mol=88.8 smiles=O.O.O.O.O
O 1.48 -1.12 -1.83 -0.66
H 2.15 -1.58 -1.30 0.34
H 0.86 -1.82 -2.09 0.30
O -2.03 0.34 -0.19 -0.65
H -1.47 1.13 -0.30 0.35
H -2.20 0.30 0.75 0.30
O -0.82 2.93 0.41 -0.66
H -1.30 3.34 1.14 0.31
H 0.10 2.86 0.70 0.33
O 1.27 0.99 0.18 -0.62
H 2.13 1.02 -0.24 0.30
H 0.84 0.22 -0.21 0.35
O -0.13 -2.76 1.32 -0.63
H -0.49 -3.63 1.13 0.32
H -0.37 -2.22 0.55 0.31

---

Entry 8:
50
Properties=species:S:1:pos:R:3:mulliken_charge:R:1 method="wB97M-V/def2-TZVPD" lumo_ev=-0.482 de_lowest_kj_mol=34.8
Sr -0.05 0.24 0.37 2.10
F 3.95 2.52 1.05 -0.19
C 4.18 1.39 1.71 0.51
F 5.22 0.76 1.16 -0.20
F 4.44 1.65 2.98 -0.20
S 2.72 0.27 1.60 1.41
O 2.51 0.09 0.17 -0.65
O 3.01 -0.89 2.38 -0.67
N 1.56 1.21 2.21 -0.69
S 0.58 0.63 3.35 0.86
O -0.23 -0.47 2.83 -0.68
O 1.14 0.52 4.65 -0.56
C -0.67 2.02 3.34 0.71
F -1.43 1.92 2.23 -0.21
F -0.11 3.21 3.38 -0.21
F -1.45 1.85 4.40 -0.20
C -4.84 0.25 -0.65 -1.68
C -3.42 0.77 -0.47 0.93
O -2.59 -0.04 -0.03 -0.53
C -3.14 2.16 -0.80 0.49
C -4.22 3.07 -0.80 -0.64
C -4.05 4.41 -1.03 -0.79
C -2.76 4.89 -1.30 -0.37
C -1.69 4.04 -1.34 -0.58
C -1.82 2.64 -1.09 0.55
O -0.77 1.89 -1.16 -1.06
H -4.80 -0.83 -0.65 0.36
H -5.29 0.62 -1.57 0.43
H -5.46 0.58 0.18 0.37
H -5.21 2.71 -0.59 0.32
H -4.89 5.09 -1.00 0.39
H -2.60 5.95 -1.49 0.38
H -0.69 4.40 -1.56 0.41
C -0.69 -4.06 -0.90 -1.51
C 0.25 -2.93 -1.18 0.67
O -0.17 -1.78 -1.26 -0.72
C 1.70 -3.20 -1.36 0.74
C 2.49 -2.24 -2.00 -0.36
C 3.85 -2.44 -2.14 -0.63
C 4.43 -3.59 -1.63 -0.40
C 3.66 -4.55 -0.99 -0.69
C 2.29 -4.36 -0.86 -0.38
H -1.71 -3.71 -1.03 0.36
H -0.56 -4.38 0.13 0.35
H -0.48 -4.92 -1.54 0.42
H 2.02 -1.34 -2.37 0.50
H 4.46 -1.70 -2.64 0.41
H 5.50 -3.74 -1.72 0.40
H 4.12 -5.44 -0.58 0.40
H 1.69 -5.11 -0.36 0.35